A structure of composition C37H33BrN4O6PSc. Source: the Open Molecules 2025 dataset; level of theory: wB97M-V/def2-TZVPD.

* energy above the lowest of the compared OMol25 structures with the same formula, charge and spin: 14.5 kJ/mol
* E_HOMO: -8.018 eV
* net charge: 0

Element x y z (Å)
1 Sc -0.044 -0.385 -0.636
2 C -4.560 -1.153 -1.259
3 C -3.077 -1.237 -1.103
4 N -2.329 -0.305 -0.637
5 N -2.897 0.873 -0.187
6 C -1.931 1.753 -0.054
7 O -0.711 1.547 -0.390
8 C -2.250 3.066 0.581
9 C -1.262 4.042 0.649
10 C -1.525 5.255 1.268
11 C -2.772 5.497 1.817
12 C -3.762 4.524 1.753
13 C -3.504 3.311 1.138
14 C -2.343 -2.460 -1.521
15 C -2.969 -3.495 -2.203
16 C -2.215 -4.594 -2.593
17 C -0.871 -4.633 -2.274
18 C -0.321 -3.562 -1.580
19 N -1.033 -2.503 -1.216
20 H -4.930 -0.257 -0.771
21 H -4.823 -1.104 -2.318
22 H -5.053 -2.031 -0.841
23 H -0.290 3.832 0.221
24 H -0.752 6.011 1.320
25 H -2.978 6.444 2.297
26 H -4.735 4.714 2.185
27 H -4.259 2.543 1.085
28 H -4.020 -3.433 -2.440
29 H -2.676 -5.403 -3.142
30 H -0.246 -5.466 -2.559
31 H 0.726 -3.530 -1.303
32 O 3.159 -2.703 1.045
33 C 2.628 -1.715 0.560
34 O 1.512 -1.745 -0.086
35 C 3.270 -0.332 0.649
36 P 1.906 0.831 0.987
37 C 2.582 2.503 0.847
38 C 3.075 3.239 1.918
39 C 3.553 4.524 1.717
40 C 3.547 5.080 0.446
41 C 3.051 4.350 -0.627
42 C 2.563 3.071 -0.426
43 C 1.519 0.614 2.747
44 C 0.457 1.364 3.258
45 C 0.032 1.184 4.561
46 C 0.652 0.237 5.369
47 C 1.696 -0.520 4.865
48 C 2.133 -0.332 3.559
49 H 3.620 -0.061 -0.354
50 H 4.111 -0.319 1.346
51 H 3.074 2.813 2.914
52 H 3.933 5.093 2.556
53 H 3.921 6.082 0.293
54 H 3.033 4.784 -1.617
55 H 2.148 2.513 -1.258
56 H -0.052 2.085 2.626
57 H -0.790 1.776 4.943
58 H 0.319 0.092 6.388
59 H 2.181 -1.260 5.487
60 H 2.937 -0.945 3.179
61 Br -0.921 -3.429 -7.202
62 C 0.406 -2.771 -6.019
63 C 1.710 -3.226 -6.140
64 C 2.674 -2.757 -5.259
65 C 2.335 -1.848 -4.269
66 C 1.025 -1.403 -4.166
67 C 0.050 -1.862 -5.043
68 C 0.619 -0.513 -3.039
69 O -0.602 -0.320 -2.806
70 O 1.485 -0.088 -2.226
71 H 1.964 -3.939 -6.911
72 H 3.692 -3.111 -5.345
73 H 3.068 -1.485 -3.565
74 H -0.969 -1.519 -4.937
75 C -1.716 -2.165 3.304
76 C -0.726 -2.086 2.175
77 N 0.133 -3.099 2.043
78 O -0.730 -1.110 1.409
79 H -1.205 -2.312 4.255
80 H -2.394 -3.003 3.148
81 H -2.279 -1.238 3.333
82 H 0.159 -3.825 2.738
83 H 0.868 -3.055 1.342

Forces on the atoms, in the same order (eV/Å):
Sc 0.013 -0.435 0.279
C 0.014 0.060 -0.017
C 0.275 0.089 0.162
N -0.549 -0.017 -0.180
N 0.156 -0.284 -0.139
C -0.148 0.109 0.206
O 0.030 0.242 0.190
C -0.104 -0.106 -0.125
C 0.017 -0.056 0.011
C 0.066 -0.002 -0.024
C -0.081 -0.003 0.023
C 0.061 0.009 -0.016
C 0.091 0.048 -0.038
C -0.133 0.094 0.049
C 0.182 0.030 0.065
C -0.052 0.076 0.026
C 0.074 0.065 0.055
C -0.033 -0.094 -0.060
N -0.038 0.096 -0.067
H 0.012 0.019 0.018
H 0.004 0.015 -0.026
H 0.015 -0.023 0.045
H 0.019 0.010 -0.010
H 0.031 0.020 -0.004
H -0.007 0.044 0.026
H -0.062 0.006 0.027
H -0.067 -0.075 -0.018
H -0.039 0.001 -0.010
H -0.007 -0.022 -0.013
H 0.028 -0.042 -0.011
H 0.025 -0.034 -0.019
O 0.002 0.015 0.239
C 0.244 -0.065 -0.484
O -0.161 -0.228 0.125
C 0.128 0.076 0.129
P -0.146 -0.219 0.003
C 0.016 0.001 -0.049
C -0.003 -0.032 0.106
C 0.024 0.042 -0.003
C -0.018 -0.033 -0.041
C 0.044 0.077 0.057
C -0.043 0.009 -0.084
C -0.002 0.118 -0.017
C -0.023 0.038 0.001
C 0.008 -0.017 0.025
C -0.035 0.033 0.008
C 0.007 -0.019 0.019
C -0.035 -0.022 -0.018
H 0.003 -0.070 0.076
H -0.096 0.015 -0.080
H 0.008 -0.010 -0.020
H 0.010 0.019 0.025
H 0.011 0.045 -0.010
H 0.005 0.022 -0.039
H -0.004 -0.041 0.011
H 0.024 0.001 -0.037
H -0.017 0.008 0.021
H -0.012 -0.006 0.037
H 0.018 -0.030 0.030
H 0.076 -0.046 -0.032
Br -0.008 -0.009 -0.016
C 0.006 0.002 0.002
C -0.038 0.000 -0.023
C 0.006 0.016 0.014
C -0.006 0.009 -0.075
C -0.007 0.078 -0.067
C 0.007 -0.067 -0.014
C 0.031 -0.001 -0.059
O -0.116 -0.039 -0.115
O 0.237 0.113 0.053
H 0.018 -0.024 -0.018
H 0.041 -0.018 -0.005
H 0.034 0.022 0.049
H -0.045 0.025 0.020
C 0.006 0.058 -0.019
C 0.238 0.278 -0.229
N -0.046 -0.097 0.057
O -0.140 0.041 0.073
H 0.042 0.004 0.029
H -0.028 -0.017 -0.021
H -0.036 0.007 0.024
H 0.015 0.047 -0.068
H -0.037 0.051 0.005

---

A structure of composition C37H33ClF6N6O4PSeY. Source: the Open Molecules 2025 dataset; level of theory: wB97M-V/def2-TZVPD.

* energy above the lowest of the compared OMol25 structures with the same formula, charge and spin: 118.5 kJ/mol
* spin multiplicity: 2
* E_HOMO (spin up / spin down): -9.630 / -9.630 eV
* net charge: +1

Element x y z (Å)
1 Y -0.357 -1.757 -1.432
2 Cl -3.323 -5.797 -1.751
3 C -2.949 -4.862 -0.281
4 C -2.012 -3.738 -0.639
5 O -2.459 -2.540 -0.638
6 O -0.822 -3.982 -0.945
7 H -2.478 -5.532 0.434
8 H -3.886 -4.472 0.102
9 C 4.798 6.015 -3.360
10 C 4.256 5.250 -2.180
11 C 4.079 5.901 -0.962
12 C 3.585 5.234 0.146
13 C 3.275 3.888 0.048
14 C 3.446 3.227 -1.160
15 N 3.096 1.846 -1.225
16 C 3.991 0.820 -1.268
17 C 5.373 1.077 -1.247
18 C 6.285 0.047 -1.263
19 C 5.881 -1.289 -1.292
20 C 4.536 -1.565 -1.301
21 C 3.572 -0.540 -1.295
22 C 2.175 -0.948 -1.273
23 O 1.225 -0.083 -1.354
24 O 1.848 -2.182 -1.119
25 C 3.925 3.893 -2.291
26 C 4.088 3.146 -3.589
27 H 5.052 7.033 -3.070
28 H 4.061 6.067 -4.163
29 H 5.693 5.545 -3.767
30 H 4.335 6.951 -0.883
31 H 3.460 5.759 1.084
32 H 2.912 3.329 0.901
33 H 2.124 1.581 -1.243
34 H 5.719 2.100 -1.204
35 H 7.341 0.288 -1.246
36 H 6.609 -2.086 -1.305
37 H 4.175 -2.583 -1.318
38 H 5.034 2.598 -3.596
39 H 4.084 3.817 -4.443
40 H 3.293 2.413 -3.721
41 N -1.153 -0.358 6.086
42 C -0.610 -0.137 7.337
43 C -1.181 -0.027 8.604
44 C -0.312 0.188 9.650
45 C 1.080 0.292 9.450
46 C 1.633 0.182 8.197
47 C 0.767 -0.039 7.121
48 N 1.053 -0.202 5.778
49 C -0.103 -0.390 5.207
50 C -0.242 -0.647 3.771
51 C -1.465 -0.816 3.127
52 C -1.484 -1.114 1.779
53 N -0.376 -1.246 1.035
54 C 0.800 -1.061 1.661
55 C 0.910 -0.766 3.000
56 H -2.124 -0.507 5.880
57 H -2.248 -0.109 8.761
58 H -0.707 0.277 10.653
59 H 1.721 0.459 10.304
60 H 2.700 0.256 8.036
61 H -2.405 -0.742 3.656
62 H -2.422 -1.307 1.275
63 H 1.691 -1.195 1.065
64 H 1.876 -0.648 3.468
65 F -0.440 -0.525 -3.616
66 P -0.684 -1.840 -4.628
67 F 0.522 -2.552 -3.807
68 F -1.678 -2.382 -3.349
69 F 0.272 -1.235 -5.702
70 F -1.015 -3.142 -5.430
71 F -1.986 -1.070 -5.206
72 C -5.494 -0.051 0.069
73 N -5.089 -0.406 -1.283
74 C -3.881 -0.184 -1.840
75 Se -2.445 0.680 -1.063
76 N -3.883 -0.706 -3.075
77 C -5.090 -1.299 -3.325
78 C -5.572 -1.984 -4.443
79 C -6.845 -2.482 -4.340
80 C -7.625 -2.309 -3.170
81 C -7.155 -1.636 -2.070
82 C -5.859 -1.122 -2.171
83 H -4.837 0.729 0.443
84 H -5.435 -0.928 0.711
85 H -6.517 0.318 0.041
86 H -3.093 -0.702 -3.718
87 H -4.964 -2.120 -5.327
88 H -7.265 -3.029 -5.172
89 H -8.624 -2.723 -3.142
90 H -7.759 -1.513 -1.182

Forces on the atoms, in the same order (eV/Å):
Y 0.663 -0.393 -0.210
Cl 0.020 0.042 0.000
C -0.128 -0.135 -0.033
C -0.030 0.214 -0.118
O -0.077 0.022 -0.051
O 0.037 0.131 0.078
H 0.014 0.000 -0.014
H 0.041 0.020 0.067
C -0.059 -0.008 0.052
C 0.047 0.048 0.053
C 0.003 -0.058 -0.068
C -0.008 -0.008 0.026
C 0.000 0.039 0.026
C -0.017 -0.004 -0.022
N 0.014 -0.066 -0.088
C -0.168 -0.072 0.038
C 0.132 -0.064 0.018
C -0.015 0.070 0.002
C -0.062 -0.057 -0.005
C -0.011 0.080 -0.028
C 0.180 -0.044 0.021
C 0.169 -0.042 0.172
O -0.302 -0.169 0.014
O -0.259 0.412 -0.200
C -0.037 -0.075 -0.044
C 0.062 0.033 0.109
H 0.002 0.000 -0.014
H 0.023 0.024 -0.032
H 0.011 -0.012 -0.012
H 0.007 0.006 -0.019
H -0.009 -0.014 0.011
H 0.001 0.016 0.022
H -0.031 0.049 0.015
H -0.038 0.021 0.006
H 0.007 -0.003 0.000
H 0.004 -0.009 -0.003
H 0.022 -0.031 0.007
H -0.008 0.002 -0.071
H -0.003 0.014 -0.026
H -0.010 -0.022 0.013
N 0.076 0.032 0.108
C -0.161 -0.014 0.008
C 0.001 -0.011 -0.076
C 0.072 0.012 0.024
C -0.088 -0.001 0.035
C 0.016 -0.007 -0.055
C 0.132 0.009 -0.038
N -0.060 0.017 0.097
C 0.000 -0.036 -0.172
C -0.008 0.010 0.052
C -0.012 -0.026 0.011
C 0.043 -0.088 0.072
N -0.033 0.125 -0.021
C 0.082 -0.064 -0.060
C -0.001 -0.004 0.038
H -0.008 -0.006 -0.001
H -0.006 0.005 0.014
H 0.007 0.004 0.009
H -0.010 0.004 0.015
H 0.001 0.003 -0.009
H -0.007 0.010 -0.007
H 0.002 0.024 -0.022
H -0.015 0.021 0.020
H 0.015 -0.003 -0.030
F -0.089 -0.004 0.123
P -0.014 0.041 -0.082
F 0.034 -0.002 0.112
F -0.091 -0.053 0.049
F -0.044 -0.009 0.029
F 0.022 0.023 0.014
F -0.003 -0.024 0.068
C -0.052 -0.023 0.015
N 0.087 0.030 -0.001
C -0.013 -0.029 -0.144
Se -0.030 0.090 0.121
N -0.026 0.003 -0.011
C 0.028 -0.028 -0.047
C 0.021 0.025 0.045
C -0.028 -0.004 0.028
C 0.013 -0.015 -0.038
C 0.047 0.028 -0.008
C -0.115 -0.042 0.016
H -0.008 0.001 0.008
H 0.008 0.010 0.004
H 0.010 0.018 0.010
H 0.021 0.004 -0.006
H 0.006 -0.002 -0.008
H -0.026 -0.007 0.010
H 0.000 -0.013 -0.029
H 0.011 0.008 0.017

---

A cluster of 6 separate species, C37H33ClO22P in total. Source: the Open Molecules 2025 dataset; level of theory: wB97M-V/def2-TZVPD.

* E_HOMO: -4.827 eV
* net charge: -1

Element x y z (Å)
1 C -7.305 7.056 3.674
2 C -7.798 6.280 2.899
3 P -8.218 4.762 1.805
4 O -8.681 3.891 3.209
5 C -7.664 3.071 3.739
6 C -6.364 3.756 3.375
7 C -5.145 2.840 3.382
8 Cl -4.657 2.478 5.084
9 C -3.959 3.425 2.627
10 C -3.664 4.893 2.953
11 O -6.554 4.167 2.067
12 H -6.870 7.747 4.365
13 H -9.534 5.269 1.589
14 H -7.742 5.534 0.677
15 H -8.396 3.620 0.957
16 H -7.708 2.064 3.306
17 H -7.839 3.031 4.815
18 H -6.176 4.558 4.096
19 H -5.439 1.896 2.926
20 H -4.164 3.306 1.567
21 H -3.084 2.835 2.889
22 H -2.592 5.066 2.869
23 H -4.004 5.170 3.943
24 H -4.140 5.532 2.215
25 C -1.464 1.753 -2.012
26 C -1.606 1.668 -0.680
27 C -0.940 2.634 0.265
28 O -1.139 2.469 1.451
29 C -0.114 3.691 -0.292
30 C 0.025 3.777 -1.619
31 C -0.648 2.814 -2.567
32 O -0.455 3.000 -3.757
33 O 0.757 4.704 -2.224
34 O -2.335 0.742 -0.084
35 H -1.939 1.062 -2.689
36 H 0.362 4.379 0.393
37 H 0.658 4.533 -3.180
38 H -2.291 0.930 0.874
39 C -8.119 -2.368 0.902
40 C -6.962 -2.432 0.233
41 C -6.352 -1.228 -0.439
42 O -5.288 -1.407 -1.012
43 C -7.051 0.030 -0.369
44 C -8.218 0.105 0.299
45 C -8.820 -1.098 0.988
46 O -9.872 -0.946 1.577
47 O -8.907 1.216 0.407
48 O -6.248 -3.542 0.096
49 H -8.561 -3.227 1.387
50 H -6.611 0.889 -0.856
51 H -9.691 1.029 0.958
52 H -5.464 -3.279 -0.426
53 C -0.220 -2.428 -4.159
54 C 0.508 -3.523 -4.417
55 C 1.953 -3.443 -4.830
56 O 2.550 -4.487 -5.029
57 C 2.559 -2.136 -4.975
58 C 1.837 -1.037 -4.719
59 C 0.398 -1.120 -4.282
60 O -0.160 -0.064 -4.057
61 O 2.303 0.195 -4.822
62 O 0.033 -4.757 -4.329
63 H -1.256 -2.475 -3.856
64 H 3.593 -2.094 -5.290
65 H 1.562 0.789 -4.585
66 H 0.773 -5.351 -4.556
67 C 7.564 -2.448 -3.489
68 C 6.367 -3.050 -3.508
69 C 5.545 -3.233 -2.257
70 O 4.466 -3.771 -2.400
71 C 6.082 -2.766 -0.994
72 C 7.281 -2.167 -0.976
73 C 8.094 -1.961 -2.231
74 O 9.163 -1.393 -2.112
75 O 7.854 -1.710 0.127
76 O 5.802 -3.530 -4.605
77 H 8.160 -2.308 -4.380
78 H 5.490 -2.914 -0.103
79 H 8.717 -1.333 -0.143
80 H 4.944 -3.924 -4.339
81 C 12.226 -4.467 3.077
82 C 11.108 -5.058 3.522
83 C 9.736 -4.613 3.081
84 O 8.784 -5.223 3.526
85 C 9.638 -3.494 2.161
86 C 10.754 -2.902 1.724
87 C 12.125 -3.359 2.145
88 O 13.079 -2.765 1.679
89 O 10.751 -1.869 0.888
90 O 11.104 -6.072 4.373
91 H 13.213 -4.781 3.386
92 H 8.655 -3.164 1.859
93 H 11.688 -1.641 0.731
94 H 10.165 -6.301 4.517

Forces on the atoms, in the same order (eV/Å):
C 0.395 1.044 0.778
C -0.036 -1.091 -0.416
P 0.389 0.620 -0.932
O -0.160 -0.329 0.066
C -0.752 0.595 0.258
C 0.429 -0.630 0.054
C -0.262 0.247 -0.468
Cl -0.078 -0.097 0.128
C 0.056 0.081 0.597
C 0.172 -0.210 -0.642
O 0.119 0.561 0.098
H -0.171 -0.125 -0.208
H -0.129 -0.222 0.245
H 0.045 -0.117 0.146
H -0.307 -0.047 0.038
H 0.052 -0.188 -0.036
H 0.187 -0.297 0.137
H -0.049 0.378 -0.176
H 0.118 -0.223 0.127
H 0.000 0.005 -0.162
H 0.050 -0.215 -0.128
H 0.106 0.080 0.174
H 0.029 0.071 0.174
H -0.275 0.158 0.147
C 0.056 0.161 -0.176
C -0.118 -0.090 -0.151
C 0.152 0.290 -0.093
O 0.109 -0.121 0.114
C 0.008 -0.021 0.182
C 0.046 0.094 0.143
C -0.246 -0.320 0.139
O 0.110 0.080 -0.090
O 0.040 0.038 -0.008
O -0.007 -0.031 0.032
H -0.023 -0.024 -0.022
H -0.010 0.025 -0.017
H -0.041 -0.038 -0.068
H -0.008 0.042 0.049
C -0.126 0.009 0.069
C -0.103 -0.108 0.115
C -0.113 0.361 -0.037
O 0.072 -0.146 -0.041
C 0.147 -0.039 -0.103
C 0.194 0.085 -0.038
C 0.103 -0.309 0.019
O -0.091 0.127 -0.010
O -0.142 -0.149 -0.082
O 0.024 -0.077 0.004
H 0.016 -0.006 0.008
H -0.028 0.047 0.047
H 0.012 0.075 0.089
H 0.050 0.070 -0.039
C -0.085 0.131 0.019
C -0.140 0.003 0.050
C 0.288 0.429 -0.054
O -0.061 -0.205 0.048
C 0.198 -0.099 -0.046
C 0.131 -0.063 -0.044
C -0.156 -0.268 0.056
O -0.046 0.034 -0.034
O 0.004 0.046 0.002
O -0.002 -0.059 -0.004
H 0.001 -0.025 0.013
H -0.005 0.054 -0.010
H -0.057 0.018 0.016
H 0.056 -0.021 -0.003
C 0.150 0.078 0.012
C 0.131 0.017 -0.154
C 0.110 0.099 0.152
O -0.255 -0.113 0.074
C -0.145 -0.080 0.009
C -0.154 -0.043 0.093
C -0.079 -0.092 -0.354
O 0.080 0.052 0.136
O 0.040 0.081 -0.077
O -0.025 0.003 0.018
H -0.015 -0.001 -0.016
H 0.013 0.020 0.014
H 0.074 -0.030 0.044
H -0.042 -0.027 -0.013
C 0.119 0.070 -0.054
C 0.186 0.007 0.002
C -0.020 0.267 -0.245
O -0.006 -0.122 0.118
C -0.230 -0.094 0.098
C -0.193 0.028 -0.019
C 0.105 -0.255 0.224
O 0.002 0.130 -0.094
O 0.054 0.034 -0.010
O -0.012 -0.052 0.037
H -0.005 -0.023 0.010
H -0.006 0.001 -0.006
H 0.048 -0.006 -0.030
H -0.063 0.003 -0.009

---

Maximum force in eV/A, matching the order above: 0.6 0.8 1.4